[1]
83
Properties=species:S:1:pos:R:3 method="wB97M-V/def2-TZVPD" orbital_gap_ev="4.7 / 4.5" e_tot_ev=-40320.81442 multiplicity=2 s2=0.76 e_lumo_ev="-3.99 / -4.31" charge=+1 homo_ev="-8.733 / -8.778"
H -15.02 23.21 -17.47
H -15.92 17.12 -16.36
H -15.65 23.12 -20.43
C -17.02 19.13 -14.06
C -12.76 22.72 -18.60
H -13.47 19.22 -22.85
H -17.65 15.77 -14.07
H -18.91 17.73 -12.08
H -15.80 14.77 -12.51
C -11.82 20.87 -21.14
O -15.44 17.34 -17.15
H -15.47 15.12 -14.19
C -18.50 18.49 -14.08
H -11.48 20.39 -20.22
H -19.73 16.93 -13.33
C -13.90 19.43 -21.87
H -12.73 23.53 -21.49
O -11.75 18.05 -15.05
H -15.00 21.95 -22.23
H -14.95 19.42 -22.16
H -12.28 13.75 -15.62
N -14.13 20.94 -19.90
H -12.05 21.89 -18.55
O -11.17 19.42 -17.67
H -15.39 16.83 -10.89
Be -13.35 18.65 -16.74
H -16.26 22.29 -18.46
H -14.16 23.87 -22.34
C -17.74 16.32 -13.13
H -11.51 21.90 -20.98
O -13.30 21.07 -15.68
C -12.51 15.05 -17.31
H -13.75 14.52 -19.03
C -16.25 16.88 -12.99
H -10.84 17.75 -15.15
H -17.83 15.58 -12.33
H -15.20 18.35 -11.75
H -14.34 24.29 -19.96
C -13.42 20.74 -21.19
H -13.26 21.03 -14.72
H -11.21 20.08 -18.36
H -16.09 17.28 -17.85
H -14.61 14.93 -17.55
C -15.88 17.51 -11.59
H -14.36 15.70 -13.04
H -13.59 21.83 -23.22
H -17.65 19.63 -12.00
H -13.43 22.00 -15.88
H -11.94 16.66 -18.30
C -13.78 23.23 -21.54
H -11.60 14.58 -17.69
H -19.22 19.25 -13.78
C -15.43 15.54 -13.18
C -14.59 23.29 -20.29
N -16.02 17.96 -14.08
H -13.40 15.02 -15.37
C -13.75 14.39 -17.95
C -14.18 22.27 -19.15
H -11.68 15.42 -15.39
H -17.55 21.03 -13.04
H -11.87 18.14 -14.10
O -14.64 18.28 -14.42
H -15.96 20.37 -15.41
H -13.74 13.33 -17.69
H -18.87 18.15 -15.05
H -11.27 20.47 -21.99
H -12.74 23.32 -17.69
H -17.78 20.65 -15.38
C -12.44 14.80 -15.85
H -16.81 17.79 -11.09
H -15.27 21.57 -17.33
O -12.44 16.44 -17.51
C -16.96 19.93 -15.34
C -18.75 17.33 -13.09
H -13.67 18.56 -21.25
H -16.10 20.43 -12.44
C -15.24 22.35 -18.10
C -17.07 20.08 -12.81
H -10.33 19.60 -17.23
H -17.14 19.40 -16.28
O -14.07 19.85 -18.98
H -12.39 23.48 -19.29
C -13.92 21.86 -22.18

---

[2]
92
Properties=species:S:1:pos:R:3 method="wB97M-V/def2-TZVPD" orbital_gap_ev=6.2 e_tot_ev=-71774.33672 multiplicity=1 e_lumo_ev=2.08 charge=-1 homo_ev=-4.126
H -4.32 -1.30 1.46
C -5.82 -4.81 7.80
P 1.63 0.64 -2.64
H -8.67 -4.62 5.03
C -3.28 0.07 4.24
C -6.36 -4.19 6.52
C 0.29 0.87 -0.02
H -4.26 0.53 4.44
C 0.80 3.39 -4.90
H -7.19 -3.50 6.73
H -3.08 -2.88 3.47
H -5.49 -4.01 8.46
H 6.02 2.42 -10.22
C -3.00 -1.05 5.24
H 5.06 3.21 -12.37
H -8.56 -5.46 6.60
C -4.47 -0.67 2.34
H -4.95 0.26 2.03
H -0.85 1.58 -1.61
C 2.78 4.03 -12.30
H 1.73 4.21 -12.09
H 4.07 -1.03 2.26
H 0.38 0.52 -3.35
O -6.84 -5.53 8.50
C 4.94 2.63 -10.28
H 2.95 4.13 -13.38
H -6.59 -7.16 7.20
O -3.19 -0.39 2.90
H 4.98 3.00 5.09
N 1.28 1.83 0.52
C 3.66 -0.38 3.03
H 2.11 -0.66 -3.10
H 2.24 1.46 0.46
C 1.59 2.05 -5.28
C 2.54 1.46 -4.14
H 6.98 -0.44 4.36
H 4.15 -0.62 3.98
H 1.26 1.93 -2.10
H -1.73 1.02 -0.35
H 1.23 2.72 0.00
F 1.12 3.93 -3.66
H 5.75 2.73 3.52
O -4.00 -2.07 5.17
O 3.10 2.71 -11.88
H -8.35 -6.37 5.10
H 4.43 1.90 -9.65
F 1.12 4.39 -5.85
H -5.98 -7.37 8.87
H 0.05 -0.92 -1.34
H 6.37 0.48 2.97
H 3.27 2.78 3.34
O 3.88 0.97 2.64
O 5.79 1.14 4.87
H 3.71 3.68 -8.02
H -4.96 -5.45 7.59
F -0.57 3.13 -5.06
C 6.74 0.56 3.99
C 3.76 1.88 3.73
H -2.52 0.84 4.37
H 3.37 4.79 -11.78
H 1.72 -0.80 -0.58
C 3.55 4.08 -9.02
H -4.47 -3.76 4.12
H 2.89 0.77 -1.89
C 4.50 2.51 -11.74
N -0.91 1.59 -0.58
H 4.72 1.50 -12.08
O -6.76 -5.18 5.58
N -0.24 0.08 1.16
O 4.75 3.95 -9.78
H 0.55 0.11 1.84
H -2.92 -3.82 4.98
H -7.73 -7.37 8.55
C -8.16 -5.41 5.59
C 5.12 2.26 4.29
H 3.31 5.14 -8.94
H -5.56 -3.61 6.05
C 0.88 -0.18 -1.08
F 2.45 2.41 -6.37
C -6.77 -6.93 8.26
H -5.12 -1.20 3.04
H -2.01 -1.48 5.08
H 7.66 1.16 4.00
H -3.03 -0.64 6.25
H -0.96 0.66 1.62
F 0.76 1.04 -5.81
H 2.71 3.57 -9.49
F 3.53 2.40 -3.70
H 2.59 -0.57 3.12
F 3.30 0.42 -4.77
H 3.11 1.46 4.51
C -3.59 -3.19 4.39

---

[3]
95
Properties=species:S:1:pos:R:3 method="wB97M-V/def2-TZVPD" orbital_gap_ev="4.6 / 4.3" e_tot_ev=-99283.28481 multiplicity=2 s2=0.76 e_lumo_ev="3.89 / 3.89" charge=-2 homo_ev="-0.692 / -0.434"
H 5.43 -2.78 -2.61
C 0.72 4.37 -0.47
H -3.77 0.85 2.13
O -1.92 3.08 2.35
O 0.40 1.34 -0.86
H -2.22 -0.69 1.33
C 1.21 -1.42 -4.17
P -0.40 2.31 -1.69
C -2.68 -2.70 2.03
O -1.97 1.99 -1.85
O -0.55 3.08 4.55
H -2.05 1.79 0.82
H -3.29 0.36 6.11
O -0.44 3.86 -1.10
H 0.61 -4.59 -0.31
H 0.60 4.18 0.60
H -0.17 6.28 -0.28
H -3.58 -0.03 -1.38
H -1.33 -1.44 -1.02
H -4.56 0.92 -2.39
Tl 2.04 -0.11 1.02
C -3.93 1.91 1.92
H 2.06 2.43 -2.65
O -0.43 -1.73 1.45
P -0.99 2.16 3.26
H -1.74 -3.11 -0.51
O 0.19 1.57 2.53
H -2.60 -2.43 3.08
H -3.45 -0.90 4.89
C 1.03 -6.67 -0.93
C -2.38 1.05 -2.79
O 1.04 -2.60 -3.50
H 1.07 -0.57 -3.50
H 1.67 1.57 -4.22
C -2.76 -0.43 5.58
C -1.25 3.47 6.71
H 2.29 -5.06 -0.06
H 1.65 3.97 -0.89
O 6.57 -0.88 1.96
O 4.06 -0.50 3.07
H 0.65 6.16 -1.83
O 4.96 0.60 0.96
C -1.81 -1.69 1.19
H -2.60 1.58 -3.72
H -0.91 -1.70 -5.02
O 1.99 -2.08 -1.12
H -4.81 1.94 1.27
C -3.68 0.28 -2.42
H 2.16 -1.36 -4.70
H 1.56 6.40 -0.33
H 5.98 -5.25 -2.14
H 1.90 -7.23 -1.28
C -1.54 0.13 4.87
H -1.79 4.12 7.40
H 1.37 4.57 -3.66
C 5.09 -4.89 -2.67
H -1.39 4.89 5.04
C 1.44 -5.15 -0.74
O 4.63 -1.48 0.72
H 0.13 -0.48 -5.83
C 0.71 5.88 -0.78
H 4.59 -3.39 -1.30
H -0.21 3.66 6.96
C -2.67 2.54 1.32
O 0.20 2.53 -3.24
H 5.15 -5.10 -3.74
H -4.17 2.42 2.85
C -1.51 3.84 5.28
C -1.95 -2.05 -0.36
C 0.11 -1.44 -5.31
H -1.40 2.41 6.91
P 2.04 -3.05 -2.26
H 0.16 -6.87 -1.56
H 2.87 3.83 -4.43
C 1.79 3.77 -4.27
O -2.04 1.08 3.92
H -1.61 0.29 -2.94
H -2.38 -3.73 1.85
H -0.82 0.55 5.57
H -2.96 -1.98 -0.75
H -1.05 -0.64 4.27
H 0.38 -2.25 -5.99
O 1.62 -4.62 -2.02
H 1.38 3.85 -5.27
P 5.06 -0.59 1.88
C 1.55 2.47 -3.61
H -3.94 -0.57 -3.05
H 4.28 -5.54 -2.32
H -2.81 3.31 0.56
H -3.72 -2.71 1.70
H 0.82 -6.98 0.09
C 4.62 -3.47 -2.39
H -2.55 3.58 5.04
O 3.44 -3.11 -3.09
H -2.46 -1.21 6.29

---

[4]
87
Properties=species:S:1:pos:R:3 method="wB97M-V/def2-TZVPD" e_above_lowest_kcal_mol=6.8 orbital_gap_ev=10.7 e_tot_ev=-47757.84066 multiplicity=1 e_lumo_ev=-6.44 charge=+3 homo_ev=-17.141
H -16.72 -7.35 11.23
H -14.11 -3.54 10.74
H -9.83 -6.90 9.44
H -16.39 -5.99 9.05
H -17.33 -7.30 8.28
C -9.07 -4.47 7.68
H -7.42 -8.11 5.45
H -14.90 -9.21 7.97
H -13.79 -7.72 8.90
H -7.54 -5.23 10.39
C -12.58 -1.29 8.41
H -14.75 -2.51 8.60
H -17.66 -8.46 10.22
H -14.42 0.83 10.20
H -14.41 -5.50 9.55
C -14.19 -6.19 10.35
C -9.18 -6.72 8.59
H -15.69 -10.06 9.40
F -11.83 -6.02 7.12
H -12.94 -0.94 7.45
H -8.50 -8.65 3.22
H -9.31 -1.28 8.10
H -8.36 -7.42 8.50
C -13.31 -1.47 10.83
C -16.33 -6.94 8.54
C -9.05 -2.04 7.36
H -14.07 -1.03 11.49
N -15.75 -7.99 9.44
F -11.55 -3.97 6.06
C -10.76 -7.29 3.14
N -8.68 -3.29 8.06
C -9.03 -8.82 4.15
C -13.61 0.52 9.55
H -11.12 -7.81 5.65
H -13.82 0.90 8.55
H -9.75 -4.73 6.89
H -8.38 -0.88 5.72
H -9.97 -2.23 6.81
H -7.84 -2.53 5.68
C -14.36 -7.60 9.83
O -15.02 -6.06 11.49
H -10.29 -7.29 2.16
H -12.64 0.89 9.88
F -13.63 -4.56 6.86
C -16.67 -8.22 10.59
H -12.38 -8.52 4.68
H -11.65 -0.81 8.70
N -13.63 -0.97 9.44
H -7.01 -1.44 6.79
H -13.94 -8.36 10.50
H -16.27 -9.02 11.21
H -14.56 -5.74 12.27
H -10.36 -9.44 1.89
H -15.76 -6.88 7.62
C -13.28 -2.96 11.13
H -10.36 -6.48 3.73
H -13.16 -6.07 10.69
H -11.55 -4.00 11.19
H -11.84 -7.19 3.03
C -11.35 -8.65 5.00
H -7.35 -2.59 9.58
C -7.98 -1.67 6.35
O -8.80 -6.61 5.29
O -12.04 -3.46 10.56
H -9.02 -8.40 6.19
C -15.72 -9.26 8.68
H -8.01 -6.17 4.97
H -12.42 -2.36 8.32
H -16.65 -9.32 8.12
C -7.91 -4.72 9.52
H -13.25 -3.00 12.23
C -10.88 -9.63 2.82
H -15.63 -1.51 9.82
C -14.94 -1.52 8.98
N -10.47 -8.59 3.82
C -7.85 -3.44 9.14
H -9.85 -6.90 7.75
B -12.44 -5.07 6.24
H -12.39 -0.96 11.11
H -11.20 -9.59 5.51
C -8.50 -8.00 5.32
H -15.35 -0.83 8.24
H -8.96 -9.86 4.46
N -8.71 -5.35 8.59
F -12.79 -5.70 5.04
H -11.93 -9.46 2.61
H -10.68 -10.61 3.24

---

[5]
80
Properties=species:S:1:pos:R:3 method="wB97M-V/def2-TZVPD" orbital_gap_ev="4.2 / 5.7" e_tot_ev=-66496.20479 multiplicity=6 s2=8.77 e_lumo_ev="0.77 / -3.01" homo_ev="-3.379 / -8.687"
C -2.09 -2.59 -1.50
H 2.11 -3.68 0.46
H 2.72 -3.23 -2.95
H 1.84 4.51 -2.71
H -0.35 2.97 -3.00
H -2.89 3.28 -2.61
H -2.27 0.93 3.33
C 3.16 1.88 -0.94
H 1.57 -2.24 1.31
H 1.99 -1.41 3.57
H -0.14 -4.47 0.18
C -2.22 2.59 -2.09
C 2.09 -2.53 -2.40
C -2.50 -4.02 -1.80
H -3.86 -1.40 -1.33
H 1.57 -0.25 -1.06
C -0.83 3.19 -2.04
H 2.32 3.59 1.29
H 0.21 2.34 3.97
H -3.58 -4.07 -1.95
C -0.06 -3.46 0.59
H 3.72 1.31 -1.69
C -0.93 4.71 -1.88
H 3.86 2.56 -0.47
C -1.12 3.25 1.37
H -2.04 -3.83 1.43
H 2.57 -2.34 -1.44
H 0.48 -2.40 3.61
H -0.73 -3.81 2.60
H -0.12 -5.15 -1.89
P -0.34 -2.34 -0.87
P 0.35 2.35 -0.82
H -1.56 0.27 -0.99
H -2.34 -0.86 3.27
H -2.73 -1.14 -0.01
C 0.81 -4.65 -2.15
Ir 0.01 0.00 -0.66
C -1.78 0.00 3.67
H 1.84 2.13 -2.59
H -2.23 1.65 -2.62
H 1.50 2.19 1.98
H -1.90 3.85 0.90
C -1.11 -3.33 1.69
H -1.60 4.98 -1.07
H 2.05 -1.60 -2.96
H 0.13 -2.87 -3.13
H 1.84 1.47 3.99
H -2.01 -2.05 -2.45
C 0.75 1.39 4.14
H 0.60 1.14 5.21
C 1.35 -3.29 1.13
C 0.70 -3.13 -2.24
Cl -0.05 0.04 -3.11
H -1.35 5.13 -2.79
H -3.71 -2.59 -0.06
H -1.82 -0.04 4.78
H 2.31 4.69 -1.02
H 1.56 -4.96 -1.44
C -3.15 -1.89 -0.66
H 1.12 -5.03 -3.13
C 2.41 4.06 -1.90
C 2.02 2.62 -1.63
Si 0.01 0.00 3.11
C 0.92 -1.44 3.88
H 0.30 4.44 0.32
H -1.32 -2.30 1.93
H -1.44 2.21 1.35
C 1.38 3.23 1.69
H 1.17 3.80 2.59
H -2.26 -4.69 -0.97
H 0.87 -1.35 4.98
H 0.02 5.20 -1.70
H -1.05 3.56 2.41
O 0.01 0.00 1.34
H 1.44 -3.81 2.08
H -2.64 2.43 -1.09
H 2.81 1.18 -0.19
H 3.46 4.10 -2.20
H -2.03 -4.42 -2.70
C 0.24 3.42 0.70

---

| no. | F_max (hartree/bohr) |
| --- | --- |
| 1 | 0.1105 |
| 2 | 0.0590 |
| 3 | 0.0888 |
| 4 | 0.0399 |
| 5 | 0.0632 |